No. 1
C5H14N2 as an isolated structure, computed with ωB97M-V/def2-TZVPD.

Cartesian coordinates (Å):
C -3.3584 1.0459 0.9280
N -0.1203 0.5199 0.5174
C 0.8207 0.4119 -0.4827
C 1.7142 -0.7532 -0.6253
C 1.5416 -1.7301 0.5691
N 0.1609 -2.2656 0.7143
C 1.0325 1.6361 -1.3934
H -4.1442 0.4153 0.3180
H -3.9518 1.8964 1.1498
H -3.1814 0.6066 2.0065
H -2.3954 1.1396 0.2463
H 0.9359 0.9649 0.7534
H 2.7677 -0.5333 -0.8621
H 1.2991 -1.3041 -1.5447
H 1.8110 -1.4171 1.5989
H 2.2839 -2.5208 0.3735
H -0.1981 -2.4706 -0.2144
H -0.3001 -1.3670 1.0190
H 0.3914 2.4141 -0.9689
H 2.1675 1.7970 -1.6705
H 0.7233 1.5141 -2.4320

Summary:
Orbital gap in eV: 8.62
E in a.u.: -308.23410
ΔE to the lowest compared entry with this formula, charge and spin in kcal/mol: 118.6

natural (NBO) atomic charge list, values in e, 8 entries: number 1, C, carries -0.876; number 2, N, carries -0.737; number 3, C, carries 0.336; number 4, C, carries -0.532; number 5, C, carries -0.230; number 6, N, carries -0.840; number 7, C, carries -0.719; number 8, H, carries 0.202

No. 2
One molecule with the formula C3H8N2S2, computed with ωB97M-V/def2-TZVPD.

Cartesian coordinates (Å):
C -2.1155 -1.4542 0.1682
N -0.6923 -1.1085 -0.0536
C -0.3018 0.1731 -0.1648
S -1.4390 1.4249 -0.1415
N 1.0194 0.4617 0.0083
C 1.4767 1.8344 0.2050
S 2.1469 -0.8162 -0.0090
H -2.6357 -0.8711 -0.5601
H -2.2038 -2.5226 -0.0434
H -2.4920 -1.1071 1.1567
H -0.0050 -1.8490 -0.1479
H 2.1368 1.8181 1.0987
H 0.5578 2.4059 0.4912
H 1.9702 2.2161 -0.7455
H 2.5773 -0.6055 -1.2622

Summary:
Orbital gap in eV: 8.51
SMILES string: CNC(=S)N(C)S
E in a.u.: -1024.96530
ΔE to the lowest compared entry with this formula, charge and spin in kcal/mol: 22.4

natural (NBO) atomic charge list, values in e, 8 entries: number 1, C, carries -0.413; number 2, N, carries -0.605; number 3, C, carries 0.308; number 4, S, carries -0.301; number 5, N, carries -0.573; number 6, C, carries -0.432; number 7, S, carries 0.186; number 8, H, carries 0.228

No. 3
One molecule with the formula C2H5N5O, computed with ωB97M-V/def2-TZVPD.

Cartesian coordinates (Å):
H 3.5556 0.7526 -0.0910
N 3.0755 -0.1045 -0.1249
C 1.8414 -0.0233 0.0947
N 0.9286 1.0904 0.5659
C -0.2450 0.7658 0.1193
N -1.4352 1.5616 -0.1714
N -0.4313 -0.5519 -0.0896
N -1.2447 -1.6262 0.2263
O 0.9250 -1.1777 -0.2617
H -1.4980 2.4612 -0.3577
H -1.9900 0.7698 -0.9240
H -1.5380 -1.7858 1.3017
H -1.9438 -2.1320 -0.2878

Summary:
Orbital gap in eV: 9.29
SMILES string: [H]/N=c1\nc(N)n(N)o1
E in a.u.: -428.03695
ΔE to the lowest compared entry with this formula, charge and spin in kcal/mol: 116.8

natural (NBO) atomic charge list, values in e, 8 entries: number 1, H, carries 0.370; number 2, N, carries -0.703; number 3, C, carries 0.655; number 4, N, carries -0.575; number 5, C, carries 0.583; number 6, N, carries -0.800; number 7, N, carries -0.061; number 8, N, carries -0.651

No. 4
A 3-piece molecular cluster, C30H43F12N2O8S3 overall, computed with ωB97M-V/def2-TZVPD.

Cartesian coordinates (Å):
C -1.7131 4.3259 2.4044
C -0.9075 3.5927 1.8819
C 0.1069 2.8605 1.1131
S -0.0707 1.2283 2.0732
C -0.5254 2.5986 -0.2763
C -1.4830 3.6864 -0.8386
C -2.9689 3.2777 -0.5467
C -4.0045 3.9854 -1.4421
O -3.7694 4.2607 0.0253
N 0.4563 2.1661 -1.2823
C 1.8816 2.1222 -1.0157
C 2.3605 2.2378 -2.5313
C 1.8583 1.0558 -3.4089
O 2.3516 1.3804 -4.7239
C 2.5008 0.7429 -0.5712
C 1.6749 -0.5598 -0.4211
C 0.3826 -0.8809 -1.1817
C -0.1803 -2.2496 -0.6043
C -1.5263 -1.9684 0.0872
O -2.2981 -3.1744 0.2188
C -3.6540 -2.8631 0.1312
C -4.2474 -2.9591 -1.2671
O -4.2517 -2.5273 1.1072
C 2.4091 3.3805 -0.1090
C 2.2492 4.6724 -0.9669
F 1.0731 4.7935 -1.5655
F 2.4450 5.8096 -0.2757
F 3.1765 4.7419 -1.9125
C 3.9476 3.2864 0.1418
F 4.5516 4.4794 0.2626
F 4.6019 2.7229 -0.8738
F 4.3731 2.6093 1.2110
N 1.5651 3.4572 1.1710
F 2.1482 2.4212 1.9269
C 1.8045 4.5709 2.1690
F 1.4974 4.0672 3.3834
F 3.0862 4.8115 2.4115
C 1.0776 5.9764 2.1243
F 0.4315 6.1890 3.2512
F 0.2320 6.1722 1.1272
F 1.9814 6.9347 2.0815
H -2.4458 4.8419 2.9844
H -0.4885 0.3338 1.1505
H -1.2108 1.7522 -0.1460
H -1.3429 4.6959 -0.4509
H -1.5051 3.7165 -1.9325
H -3.1760 2.2354 -0.2914
H -3.9077 5.0423 -1.6663
H -4.9108 3.4075 -1.5978
H 0.2120 2.6536 -2.1301
H 1.9908 3.1264 -3.0505
H 3.4387 2.1840 -2.6783
H 0.7716 1.0231 -3.5053
H 2.3219 0.1104 -3.1355
H 2.9736 0.6955 -4.9833
H 3.0519 0.8150 0.3766
H 3.3241 0.5145 -1.2558
H 1.4680 -0.7285 0.6455
H 2.3620 -1.3933 -0.6485
H -0.4500 -0.1775 -1.0747
H 0.5256 -1.0901 -2.2469
H -0.3200 -2.9864 -1.3942
H 0.4928 -2.5748 0.1918
H -1.3765 -1.5699 1.1063
H -2.1284 -1.2210 -0.4571
H -5.3113 -3.1781 -1.1929
H -3.7012 -3.7389 -1.8050
H -4.0588 -2.0077 -1.7768
C 4.2728 -5.0749 -3.7158
C 3.4142 -4.3896 -4.7860
C 2.4900 -3.3989 -4.0670
S 3.3558 -2.9049 -2.5739
O 2.6149 -3.3820 -1.4336
O 3.7660 -1.5202 -2.6921
C 4.7785 -3.9572 -2.8086
H 5.0968 -5.6340 -4.1554
H 3.6594 -5.7729 -3.1415
H 4.0611 -3.8512 -5.4818
H 2.8400 -5.1105 -5.3657
H 2.2890 -2.5176 -4.6732
H 1.5523 -3.8666 -3.7703
H 5.1366 -4.3113 -1.8442
H 5.5503 -3.3664 -3.3023
C -5.3313 -3.8044 6.2304
C -5.5508 -4.0224 4.7280
C -4.2124 -3.7628 4.0267
S -2.9343 -4.1493 5.2254
O -2.2269 -2.9344 5.5519
O -2.2407 -5.3446 4.8197
C -4.0419 -4.5433 6.5739
H -6.1707 -4.1714 6.8199
H -5.2155 -2.7374 6.4353
H -5.8648 -5.0538 4.5522
H -6.3318 -3.3720 4.3355
H -4.0838 -4.3945 3.1522
H -4.1024 -2.7180 3.7466
H -3.6005 -4.2274 7.5165
H -4.1931 -5.6226 6.5731

Summary:
Charge: +1
Orbital gap in eV: 7.24
E in a.u.: -4272.65596

Löwdin atomic charge list, values in e, 8 entries: number 1, C, carries 0.213; number 2, C, carries -0.196; number 3, C, carries -0.435; number 4, S, carries 1.005; number 5, C, carries -0.290; number 6, C, carries -0.072; number 7, C, carries -0.294; number 8, C, carries 0.003

No. 5
One molecule with the formula C18H26N2O, computed with ωB97M-V/def2-TZVPD.

Cartesian coordinates (Å):
C 2.8060 1.3027 -1.3521
C 3.4430 0.3293 -0.3502
C 3.9262 1.0898 0.8922
C 4.6748 -0.2853 -1.0244
C 2.4166 -0.7186 0.0656
C 2.6290 -2.0709 -0.1617
C 1.7102 -3.0409 0.2052
C 0.5406 -2.6674 0.8315
C 0.2994 -1.3282 1.0764
C 1.2113 -0.3517 0.6974
O 1.0022 0.9857 0.9361
C -0.2750 1.4515 1.3017
C -1.2840 1.3682 0.1534
C -2.6120 2.0240 0.5262
C -3.6803 1.8552 -0.5614
C -4.5847 0.6357 -0.3387
N -3.8547 -0.5988 -0.2613
C -3.2505 -1.2575 -1.2962
C -2.6439 -2.3504 -0.7479
N -2.8617 -2.3761 0.5925
C -3.5814 -1.3203 0.8509
H 3.5457 2.0245 -1.6927
H 1.9842 1.8426 -0.8951
H 2.4304 0.7577 -2.2162
H 4.3780 0.3983 1.6007
H 3.1004 1.5955 1.3803
H 4.6705 1.8319 0.6099
H 5.3671 0.5106 -1.2928
H 5.1942 -0.9663 -0.3541
H 4.4048 -0.8142 -1.9356
H 3.5350 -2.3961 -0.6450
H 1.9169 -4.0808 0.0002
H -0.1981 -3.3956 1.1275
H -0.6206 -1.0653 1.5725
H -0.1105 2.4994 1.5743
H -0.6543 0.9271 2.1882
H -0.8577 1.8732 -0.7168
H -1.4308 0.3217 -0.1140
H -2.9760 1.6002 1.4652
H -2.4358 3.0879 0.6980
H -3.1948 1.7742 -1.5354
H -4.3274 2.7336 -0.5855
H -5.3089 0.5700 -1.1583
H -5.1359 0.7561 0.5984
H -3.3068 -0.9042 -2.3053
H -2.0649 -3.1128 -1.2281
H -3.9360 -1.0451 1.8249

Summary:
Orbital gap in eV: 8.91
SMILES string: CC(C)(C)c1ccccc1OCCCCCn1ccnc1
E in a.u.: -886.24016
ΔE to the lowest compared entry with this formula, charge and spin in kcal/mol: 14.7

natural (NBO) atomic charge list, values in e, 8 entries: number 1, C, carries -0.603; number 2, C, carries -0.086; number 3, C, carries -0.604; number 4, C, carries -0.603; number 5, C, carries 0.016; number 6, C, carries -0.224; number 7, C, carries -0.241; number 8, C, carries -0.187

No. 6
C34H56AsCl3N6ORuS2Si3 as an isolated structure, computed with ωB97M-V/def2-TZVPD.

Cartesian coordinates (Å):
Ru 0.0744 0.9475 0.3805
Cl -4.5770 2.0632 11.7622
C -3.9845 2.2018 10.1593
C -2.8221 2.9179 9.9064
C -2.3828 3.0397 8.6009
C -3.0665 2.4681 7.5259
C -2.4682 2.6171 6.1368
C -1.8496 1.2910 5.7049
N -0.9395 1.3609 4.5494
C 0.4330 1.4570 4.6490
C 0.9194 1.3441 3.3922
N -0.1378 1.1630 2.5125
C -1.2447 1.1874 3.2601
O -3.3897 2.9987 5.1260
C -3.9136 4.3123 5.2216
C -4.9231 4.4788 6.3374
C -4.7205 5.2425 7.5306
Cl -3.4111 6.2045 7.8567
S -6.0553 5.1898 8.6215
C -6.9070 4.2287 7.5136
C -6.1884 3.9467 6.3363
C -4.2074 1.7212 7.8242
Cl -5.1252 0.9146 6.5826
C -4.6772 1.5939 9.1209
H -2.2764 3.3690 10.7245
H -1.4777 3.6060 8.4054
H -1.6772 3.3756 6.2018
H -2.6330 0.5705 5.4857
H -1.2649 0.9009 6.5352
H 0.9294 1.5817 5.5978
H 1.9413 1.3715 3.0646
H -2.2533 1.0452 2.9066
H -4.4342 4.4782 4.2802
H -3.1215 5.0609 5.3099
H -7.9133 3.9005 7.7472
H -6.6061 3.3529 5.5341
H -5.5653 1.0100 9.3230
C 2.4684 4.2486 0.7193
Si 1.1175 4.6335 -0.4950
C -0.3420 5.4284 0.3305
C 1.7240 5.5016 -2.0155
As 0.1994 2.5735 -1.4381
Si -1.9473 3.1201 -2.4199
C -3.1503 3.3757 -1.0160
C -2.3227 1.6615 -3.5126
C -1.6629 4.6703 -3.3958
Si 1.7198 1.6597 -3.1033
C 1.3103 -0.1567 -3.1756
C 1.3036 2.5662 -4.6630
C 3.4468 2.0155 -2.4995
H 2.6370 5.1401 1.3317
H 3.4105 4.0058 0.2231
H 2.2013 3.4347 1.3940
H -0.0285 6.3812 0.7677
H -0.7285 4.8019 1.1391
H -1.1577 5.6385 -0.3638
H 1.9983 6.5282 -1.7490
H 0.9693 5.5612 -2.8009
H 2.6185 5.0236 -2.4205
H -2.7199 3.1815 -0.0325
H -4.0245 2.7314 -1.1342
H -3.4947 4.4126 -1.0256
H -1.9816 0.7494 -3.0245
H -1.8106 1.7382 -4.4744
H -3.3962 1.5908 -3.7105
H -1.4673 5.5387 -2.7639
H -2.5867 4.8787 -3.9488
H -0.8627 4.5792 -4.1317
H 0.4359 -0.3333 -3.8065
H 1.1189 -0.5905 -2.1923
H 2.1498 -0.7023 -3.6169
H 0.2597 2.4502 -4.9585
H 1.9173 2.1613 -5.4757
H 1.5333 3.6310 -4.5859
H 3.5012 2.1893 -1.4242
H 3.8503 2.8971 -3.0019
H 4.1042 1.1761 -2.7443
N 2.0965 0.9312 0.5828
C 3.2060 0.5922 0.7382
N 4.4294 0.2486 0.8648
C 5.0855 -0.6649 -0.1295
C 5.8701 -1.7109 0.6386
C 6.9882 -1.0623 1.4791
C 6.6853 0.4043 1.8160
C 5.2109 0.6344 2.0941
H 5.7328 -0.0526 -0.7579
H 4.2997 -1.0919 -0.7506
H 6.2800 -2.4302 -0.0700
H 5.1747 -2.2648 1.2740
H 7.9365 -1.1088 0.9449
H 7.1250 -1.6349 2.3959
H 6.9957 1.0682 1.0059
H 7.2470 0.7216 2.6941
H 4.9992 1.6819 2.3043
H 4.8587 0.0180 2.9226
S -2.1518 0.2583 0.2309
C -2.0351 -1.3479 -0.4965
N -2.3868 -1.6796 -1.7190
C -2.3391 -3.1419 -1.9379
C -1.8554 -3.6661 -0.5671
N -1.6856 -2.4132 0.1988
H -2.8130 -1.0296 -2.3602
H -1.6478 -3.3772 -2.7424
H -3.3270 -3.5103 -2.2000
H -0.9118 -4.1994 -0.6342
H -2.5899 -4.3019 -0.0807
H -1.4476 -2.3674 1.1756

Summary:
Spin multiplicity: 5
Charge: +4
Orbital gap (alpha / beta) in eV: 6.34 / 5.02
E in a.u.: -7107.82092
ΔE to the lowest compared entry with this formula, charge and spin in kcal/mol: 0.0

Löwdin atomic charge list, values in e, 8 entries: number 1, Ru, carries 0.824; number 2, Cl, carries 0.779; number 3, C, carries -0.661; number 4, C, carries -0.072; number 5, C, carries -0.046; number 6, C, carries -0.220; number 7, C, carries -0.283; number 8, C, carries -0.038